The following is a quantum chemistry calculation of a molecular structure, C5H7ClN2, from the Open Molecules 2025 dataset.

Molar mass (u): 130.578
ΔE to the lowest compared entry with this formula, charge and spin (eV): 5.148
Largest force on an atom (Eh/bohr): 0.1598

Last column: Löwdin charge in e.
Positions of all 15 atoms, in Å:
C1 -1.21307 0.10398 -0.80926  -0.24
C2 0.00521 0.02880 -0.01973  -0.35
C3 0.38832 -0.47670 1.12924  -0.18
C4 2.02843 0.78895 0.28903  -0.67
C5 0.98395 0.92668 -0.63126  -0.02
H1 -3.19821 -0.43476 0.36171  0.11
H2 -2.72471 -1.58903 -1.35887  0.16
H3 -1.67585 1.13898 -0.87048  0.10
H4 -0.93309 -0.18646 -2.04675  0.16
H5 -0.08182 -1.31676 1.76711  0.16
H6 2.44272 -0.62184 1.98317  0.23
H7 0.99877 1.49236 -1.49569  0.09
N1 -2.28889 -1.06679 -0.18773  -0.13
N2 1.60904 -0.11597 1.34271  -0.04
Cl1 3.65919 1.32857 0.54679  0.63

---

The following is a quantum chemistry calculation of C4H5NO in the gas phase, from the Open Molecules 2025 dataset.

Molar mass (u): 83.090
ΔE to the lowest compared entry with this formula, charge and spin (eV): 2.535
Largest force on an atom (Eh/bohr): 0.0142

Last column: Löwdin charge in e.
Positions of all 11 atoms, in Å:
N1 1.08690 1.16232 -0.08257  0.09
C1 1.31077 -0.04392 -0.19113  -0.22
C2 1.14656 -1.33662 -0.32339  0.01
C3 -1.05553 0.00882 0.50676  -0.31
C4 -0.40929 1.27181 -0.05473  -0.15
O1 -1.98933 -0.54229 -0.01826  0.06
H1 1.16677 -2.00184 0.53088  0.07
H2 0.85504 -1.70746 -1.29906  0.08
H3 -0.63730 -0.33095 1.48025  0.13
H4 -0.73955 2.12888 0.54465  0.12
H5 -0.73504 1.39125 -1.09341  0.13

---

The following is a quantum chemistry calculation of 2 unconnected molecules or ions with the total composition C6H14, from the Open Molecules 2025 dataset.

Molar mass (u): 86.178
ΔE to the lowest compared entry with this formula, charge and spin (eV): 1.378
Largest force on an atom (Eh/bohr): 0.0202

Last column: Löwdin charge in e.
Positions of all 20 atoms, in Å:
C1 2.29602 -1.31160 0.28934  -0.14
C2 2.08890 0.20201 0.15785  -0.32
C3 1.39962 0.81073 1.38970  -0.11
H1 2.92698 -1.56333 1.14684  0.07
H2 2.70781 -1.71096 -0.63058  0.06
H3 1.33613 -1.82301 0.41415  0.06
H4 1.54728 0.29501 -0.77940  0.09
H5 3.07002 0.65830 0.01893  0.09
H6 1.74739 1.83815 1.47088  0.06
H7 0.31526 0.77981 1.32391  0.05
H8 1.71199 0.23538 2.25300  0.06
C4 -2.73522 1.24531 -0.84580  -0.12
C5 -2.28706 -0.12919 -1.24169  -0.25
C6 -1.96719 -1.10023 -0.39289  -0.03
H9 -3.12200 1.24942 0.17294  0.07
H10 -1.88936 1.93220 -0.77833  0.07
H11 -3.49947 1.57874 -1.54059  0.07
H12 -2.12514 -0.33544 -2.29588  0.09
H13 -1.66541 -2.07100 -0.76597  0.05
H14 -1.85655 -0.78030 0.63359  0.05

---

The following is a quantum chemistry calculation of 2 unconnected molecules or ions with the total composition C4H5ClF2, from the Open Molecules 2025 dataset.

Molar mass (u): 126.533
ΔE to the lowest compared entry with this formula, charge and spin (eV): 3.157
Largest force on an atom (Eh/bohr): 0.0550

Last column: Löwdin charge in e.
Positions of all 12 atoms, in Å:
C1 0.21929 0.79676 1.15762  0.05
C2 0.87040 0.72621 0.00051  -0.42
C3 -2.29803 -1.00377 0.60352  -0.57
C4 1.20075 -0.35744 -0.90072  -0.04
F1 1.47200 1.89704 -0.40487  0.00
F2 -1.96541 -1.89957 -0.32507  -0.09
Cl1 -3.18541 0.21758 -0.06057  0.69
H1 -0.31837 -0.10384 1.61827  0.06
H2 0.20705 1.71752 1.65846  0.05
H3 2.24542 -0.48547 -1.01362  0.07
H4 0.68948 -0.26138 -1.93260  0.13
H5 0.86282 -1.24365 -0.40095  0.07

---

no.,E (eV)
1,-20796.1199
2,-7763.9915
3,-6448.0309
4,-22182.7902